Formula: C37H53IrN2O4P
Source: the Open Molecules 2025 dataset
Level of theory: wB97M-V/def2-TZVPD

Geometry as XYZ:
```
98
Properties=species:S:1:pos:R:3:forces:R:3
Ir -0.37381 0.08860 -1.04638 -0.524 0.194 -0.122
O -1.66203 4.50140 -0.75738 -0.003 -0.061 0.035
C -2.20384 4.40868 0.47822 0.019 0.006 -0.074
C -2.81387 5.55400 0.99070 0.019 -0.024 -0.013
C -3.38676 5.53606 2.24440 -0.007 -0.003 0.024
C -3.36289 4.37410 3.01375 0.002 0.022 -0.004
C -2.75556 3.24352 2.51035 0.027 -0.019 -0.021
C -2.16423 3.23326 1.24175 -0.031 0.020 0.079
C -1.50562 1.99733 0.75670 0.193 0.045 -0.043
O -1.01622 2.00955 -0.46735 -0.121 -0.137 -0.038
N -1.40787 0.99281 1.57649 0.108 -0.011 0.149
N -0.75455 -0.06801 0.97116 0.334 0.201 0.012
C -0.16862 -0.95115 1.69177 -0.201 -0.453 -0.128
C 0.52929 -2.10547 1.15130 -0.027 0.191 0.028
C 1.22274 -2.87692 2.09911 0.070 -0.102 0.024
C 1.92702 -4.00922 1.76225 -0.036 0.072 0.018
C 1.92784 -4.41106 0.42377 -0.021 0.007 -0.063
C 1.25393 -3.68755 -0.53233 0.003 -0.053 0.016
C 0.54553 -2.50664 -0.22394 -0.184 -0.055 0.178
O -0.07418 -1.90815 -1.21246 0.366 0.171 -0.025
H -1.33203 3.60354 -0.97451 0.005 0.043 -0.011
H -2.82356 6.44218 0.37290 -0.004 0.004 0.007
H -3.85910 6.43198 2.62739 -0.002 -0.002 0.002
H -3.81493 4.35579 3.99602 -0.003 0.007 -0.001
H -2.72019 2.33123 3.08933 0.001 0.002 -0.007
H -0.20976 -0.83827 2.77451 -0.035 0.003 -0.005
H 1.19402 -2.55516 3.13498 -0.012 0.007 -0.007
H 2.45533 -4.57721 2.51532 -0.001 -0.002 -0.001
H 2.46580 -5.30441 0.12929 0.002 0.005 -0.001
H 1.25361 -3.99672 -1.56955 0.000 0.000 -0.003
O 1.79363 0.05396 -0.66663 -0.018 0.163 0.209
P 2.85167 1.11322 -0.94406 0.077 -0.062 -0.173
C 2.83977 1.30795 -2.76069 0.025 0.075 0.021
C 3.32312 2.59955 -3.43112 -0.045 0.025 0.000
C 4.80979 2.61706 -3.76398 0.019 0.016 0.025
C 5.19879 1.38115 -4.56835 -0.017 0.006 -0.038
C 4.84554 0.10622 -3.80982 0.012 -0.025 0.013
C 3.35591 0.04649 -3.47296 0.002 0.011 -0.016
C 2.37207 2.70089 -0.21647 0.012 0.045 -0.029
C 1.87876 2.50874 1.22633 0.048 0.044 -0.005
C 1.49947 3.86095 1.82026 -0.023 0.002 0.022
C 2.71440 4.80910 1.90663 0.000 0.013 0.004
C 3.88083 4.32310 1.04306 0.009 0.012 0.014
C 3.39260 3.86589 -0.32815 0.020 -0.004 -0.029
C 4.40312 0.39201 -0.30352 -0.042 -0.070 0.027
C 5.65417 1.27701 -0.22577 -0.001 0.033 -0.043
C 6.75623 0.51578 0.50712 0.023 0.005 -0.014
C 6.39589 0.32264 1.98969 0.015 -0.016 0.008
C 4.87699 0.30309 2.20192 -0.007 -0.017 0.028
C 4.16268 -0.36745 1.03418 -0.004 0.009 0.001
H 1.74595 1.29990 -2.85752 0.009 -0.049 0.028
H 3.04624 3.47226 -2.83798 -0.023 -0.009 -0.031
H 2.76479 2.69356 -4.36999 0.032 -0.024 -0.013
H 5.40147 2.65747 -2.84386 0.003 -0.005 -0.014
H 5.04780 3.52612 -4.32039 -0.010 0.000 -0.007
H 6.26308 1.39972 -4.81117 0.006 -0.004 0.019
H 4.65803 1.39354 -5.52176 0.011 0.003 0.001
H 5.44847 0.06231 -2.89718 -0.006 0.001 -0.009
H 5.11660 -0.77377 -4.39695 -0.002 0.001 0.000
H 3.11549 -0.84206 -2.88304 -0.009 0.000 -0.004
H 2.79425 -0.05924 -4.40727 0.009 0.026 -0.011
H 1.49103 2.95056 -0.82452 -0.043 -0.023 0.061
H 2.64725 2.02863 1.83942 -0.014 0.035 -0.015
H 1.02445 1.84258 1.22887 -0.106 -0.110 0.013
H 1.05362 3.71811 2.80591 -0.011 0.006 -0.015
H 0.71530 4.29986 1.19593 0.019 0.007 -0.013
H 3.04850 4.90646 2.94140 0.007 -0.013 -0.001
H 2.42342 5.81142 1.58363 -0.005 -0.004 0.000
H 4.39395 3.49989 1.54891 -0.008 0.011 0.002
H 4.62218 5.11608 0.92496 -0.009 0.004 0.001
H 4.23868 3.60831 -0.96902 0.012 -0.018 0.044
H 2.90050 4.71243 -0.81527 0.002 -0.005 -0.001
H 4.59291 -0.36775 -1.06967 -0.014 -0.031 0.032
H 5.45188 2.20765 0.30644 -0.007 -0.003 0.004
H 5.98600 1.55353 -1.22716 0.000 -0.002 0.010
H 7.70685 1.04262 0.41159 0.002 -0.002 0.005
H 6.89197 -0.45476 0.01991 -0.012 -0.001 0.002
H 6.83988 1.12172 2.58759 -0.012 0.007 0.000
H 6.83065 -0.61110 2.35304 0.000 -0.001 -0.010
H 4.50567 1.32449 2.32481 0.030 -0.002 -0.013
H 4.63113 -0.21658 3.12974 0.005 0.004 -0.001
H 3.09687 -0.48279 1.22900 -0.010 0.021 0.003
H 4.54595 -1.38543 0.92440 0.001 0.008 0.004
C -0.52335 2.58700 -3.57995 0.044 0.052 -0.033
C -1.29492 1.28034 -3.77034 0.010 -0.098 -0.074
C -2.79783 1.50572 -3.54732 -0.052 0.068 0.074
C -1.06515 0.79064 -5.20910 -0.051 0.050 -0.016
C -0.87653 0.17397 -2.83319 0.130 -0.136 -0.101
H -1.04190 3.41216 -4.07318 0.004 -0.004 0.004
H 0.47117 2.51586 -4.02653 -0.019 -0.011 -0.012
H -0.39473 2.83981 -2.53242 -0.018 -0.015 0.050
H -3.17302 2.24593 -4.25822 0.010 -0.016 -0.015
H -2.98871 1.87106 -2.53682 0.011 -0.004 -0.012
H -3.35717 0.57934 -3.68976 -0.003 -0.006 0.016
H -1.31623 1.58117 -5.92063 -0.003 -0.004 0.007
H -1.68101 -0.08115 -5.43586 -0.001 -0.005 0.016
H -0.01824 0.51906 -5.36599 0.008 -0.004 0.006
H -1.11544 -0.80759 -3.27118 0.044 -0.034 -0.015
```
Positions in Å, forces in eV/Å.

Output
Net charge   0
HOMO energy (alpha / beta)   -7.28 / -7.39 eV
Relative energy (zero: lowest compared OMol25 entry of this formula, charge and spin)   12.74 kcal/mol
Lowest unoccupied orbital energy (alpha / beta)   0.3 / -0.5 eV
Multiplicity   2